[1]
Below is a cluster of 2 separate species, C13H25Br2N2 in total, with properties calculated with ωB97M-V with the def2-TZVPD basis set.

Each line ends with the Mulliken charge.
Cartesian coordinates (Å):
C 0.70 0.73 -2.38  -1.188
C 0.72 -0.41 -3.38  0.412
Br 2.41 -1.13 -3.71  -0.084
C -0.37 -0.85 -3.99  -0.154
Br -0.35 -2.23 -5.27  -0.064
C -1.74 -0.29 -3.68  0.254
C -2.24 -0.51 -2.30  -0.736
N -2.82 0.52 -1.82  0.046
C -2.68 1.74 -2.66  -0.486
C -2.07 1.20 -3.97  -0.790
H 1.62 0.71 -1.79  0.455
H 0.66 1.69 -2.90  0.323
H -0.13 0.64 -1.68  0.154
H -2.44 -0.89 -4.28  0.785
H -2.16 -1.45 -1.76  0.431
H -3.29 0.55 -0.92  0.289
H -3.62 2.28 -2.75  0.394
H -1.99 2.40 -2.13  0.295
H -2.81 1.22 -4.76  0.349
H -1.20 1.79 -4.25  0.347
C 1.89 -0.73 5.07  -1.439
C 1.22 -1.23 3.79  -0.318
N 0.41 -0.21 3.14  0.169
C -0.47 -0.74 2.12  -0.909
C 0.17 -1.36 0.87  -0.414
C 1.09 1.03 2.83  -0.734
C 2.33 0.97 1.93  -0.496
H 1.15 -0.30 5.74  0.338
H 2.38 -1.56 5.57  0.434
H 2.65 0.02 4.87  0.299
H 0.56 -2.06 4.04  0.446
H 2.00 -1.65 3.13  0.264
H -1.14 0.07 1.81  0.343
H -1.10 -1.50 2.59  0.397
H 0.60 -0.60 0.22  -0.173
H -0.59 -1.90 0.29  0.235
H 0.96 -2.07 1.11  0.355
H 1.37 1.51 3.77  0.365
H 0.35 1.71 2.38  0.301
H 3.01 0.18 2.24  0.242
H 2.87 1.91 1.99  0.409
H 2.08 0.81 0.88  -0.147

Output
E in eV: -156944.030
Gap between HOMO and LUMO in eV: 6.0
Net charge: +1



[2]
Below is an isolated molecule of C2H6OSi, with properties calculated with ωB97M-V with the def2-TZVPD basis set.

Each line ends with the Löwdin spin population.
Cartesian coordinates (Å):
C -0.47 -0.47 -1.51  0.646
C 0.97 0.29 1.22  0.105
O -0.87 0.87 -1.04  0.357
Si -0.69 0.01 0.36  0.663
H -1.35 -0.96 -1.93  0.042
H 0.89 1.01 2.02  0.022
H 1.37 -0.63 1.64  0.017
H 1.69 0.67 0.50  0.000
H 0.35 -0.49 -2.33  0.039
H -1.90 -0.31 1.09  0.109

Output
E in eV: -12090.853
2S+1: 3
Expectation value of S²: 2.01
Gap between HOMO and LUMO (spin up / spin down) in eV: 5.4 / 8.2
ΔE to the lowest compared entry with this formula, charge and spin in eV: 1.034



[3]
Below is a structure of composition C41H54Cl5NO6SeW, with properties calculated with ωB97M-V with the def2-TZVPD basis set.

Each line ends with the Mulliken charge.
Cartesian coordinates (Å):
W -1.10 0.57 0.38  1.088
C 2.77 -5.75 -2.44  -1.662
C 1.46 -5.15 -2.95  1.785
C 0.39 -6.26 -3.02  -1.558
C 1.69 -4.61 -4.36  -2.105
C 0.95 -4.06 -2.00  0.006
C 0.55 -2.82 -2.45  -0.571
C 0.02 -1.91 -1.54  0.246
Se -0.66 -0.23 -2.01  -0.028
C 0.58 1.78 -0.20  0.342
C 1.05 2.67 -1.14  0.037
C 2.19 3.41 -0.83  -0.501
C 2.81 3.19 0.41  0.540
C 2.36 2.28 1.36  -1.439
C 1.22 1.58 0.97  0.837
O 0.53 0.61 1.66  -1.099
C 3.06 2.05 2.69  2.451
C 2.12 2.43 3.84  -1.614
C 4.34 2.89 2.82  -2.438
C 3.45 0.57 2.83  -1.400
C 2.75 4.46 -1.80  1.914
C 2.33 5.85 -1.29  -1.547
C 2.20 4.27 -3.22  -1.911
C 4.28 4.39 -1.86  -1.792
C -0.10 -2.22 -0.21  -0.476
O -0.69 -1.28 0.58  1.487
C 0.35 -3.45 0.31  -0.913
C 0.85 -4.34 -0.63  -0.259
C 0.30 -3.78 1.81  2.609
C 1.00 -5.10 2.12  -2.501
C 1.03 -2.67 2.60  -1.407
C -1.16 -3.90 2.27  -1.160
H 3.16 -6.48 -3.16  0.466
H 2.65 -6.26 -1.48  0.332
H 3.53 -4.97 -2.31  0.357
H 0.71 -7.05 -3.71  0.445
H -0.56 -5.86 -3.37  0.331
H 0.23 -6.71 -2.04  0.310
H 2.08 -5.41 -5.00  0.433
H 2.42 -3.80 -4.36  0.429
H 0.77 -4.25 -4.82  0.360
H 0.64 -2.53 -3.49  0.480
H 0.56 2.79 -2.09  0.256
H 3.69 3.78 0.64  0.375
H 1.80 3.47 3.75  0.332
H 2.61 2.30 4.81  0.537
H 1.23 1.80 3.83  0.132
H 4.12 3.96 2.81  0.412
H 5.05 2.66 2.03  0.424
H 4.82 2.66 3.78  0.439
H 2.58 -0.08 2.77  0.037
H 3.95 0.39 3.79  0.464
H 4.14 0.28 2.03  0.335
H 1.24 5.94 -1.27  0.266
H 2.73 6.63 -1.95  0.453
H 2.71 6.02 -0.28  0.317
H 1.13 4.49 -3.27  0.233
H 2.36 3.25 -3.57  0.418
H 2.72 4.95 -3.90  0.473
H 4.75 4.71 -0.93  0.337
H 4.66 5.05 -2.65  0.461
H 4.62 3.37 -2.08  0.371
H 1.19 -5.30 -0.27  0.341
H 2.04 -5.09 1.79  0.429
H 0.50 -5.95 1.67  0.448
H 1.00 -5.25 3.20  0.445
H 2.08 -2.63 2.30  0.443
H 0.98 -2.90 3.67  0.525
H 0.60 -1.69 2.43  -0.098
H -1.60 -4.83 1.92  0.356
H -1.77 -3.08 1.88  -0.282
H -1.22 -3.88 3.36  0.432
Cl -4.24 7.16 -1.47  -0.193
C -3.73 5.53 -1.27  0.051
C -2.92 4.92 -2.23  0.205
Cl -2.44 5.80 -3.63  -0.189
C -2.51 3.61 -2.06  0.500
Cl -1.69 2.82 -3.35  -0.142
C -2.82 2.87 -0.91  -1.313
O -2.34 1.63 -0.78  0.186
C -3.74 3.46 -0.02  0.726
Cl -4.49 2.54 1.24  -0.250
C -4.17 4.77 -0.19  0.216
Cl -5.28 5.46 0.93  -0.201
N -2.41 -0.28 2.19  -0.491
C -2.71 0.51 3.41  -1.126
C -1.54 1.42 3.75  0.048
C -1.51 2.55 2.75  0.311
O -1.57 3.71 3.05  -0.664
O -1.50 2.16 1.46  -0.470
H -3.26 -0.66 1.77  0.088
H -1.82 -1.06 2.44  0.005
H -2.93 -0.15 4.24  0.532
H -3.59 1.10 3.22  0.350
H -0.61 0.85 3.66  -0.186
H -1.61 1.83 4.75  0.531
C -4.73 -2.75 -1.33  -0.759
C -5.55 -1.46 -1.21  -0.751
C -4.48 -0.39 -1.13  -0.286
O -3.45 -1.00 -0.33  0.446
C -3.39 -2.40 -0.66  0.270
H -4.57 -3.00 -2.38  0.360
H -5.21 -3.60 -0.85  0.338
H -6.16 -1.46 -0.30  0.271
H -6.21 -1.31 -2.06  0.409
H -4.80 0.51 -0.63  0.095
H -4.08 -0.14 -2.12  0.174
H -3.22 -2.94 0.27  0.011
H -2.55 -2.58 -1.33  -0.115

Output
E in eV: -186955.755
Gap between HOMO and LUMO in eV: 6.2
ΔE to the lowest compared entry with this formula, charge and spin in eV: 0.420



> What is the formula in the third record?

C41H54Cl5NO6SeW



> Which of these has the highest E?

C2H6OSi



> Which of these has the lowest E?

C41H54Cl5NO6SeW



> Look up the E of the second one.

-12090.853 eV